# 1
# C2H3NO2S2

An isolated molecule of C2H3NO2S2 at a distorted geometry (ωB97M-V with the def2-TZVPD basis set, the Open Molecules 2025 dataset).

Each line ends with the Mulliken charge.
Cartesian coordinates (Å):
N: -0.86999 0.32941 -0.25595  -0.3897
C: -0.15186 -0.36151 0.61293  0.4764
S: -0.85790 -0.61701 2.21317  -0.3419
C: 1.23997 -1.01395 0.36675  -0.4751
S: 2.09087 -0.35223 -0.92376  0.8689
O: 3.28150 -0.98152 -1.39858  -0.4689
O: 1.21007 0.30488 -1.86730  -0.5049
H: -0.88915 0.45927 -1.25070  0.2326
H: -1.71415 0.77208 0.17517  0.2170
H: 1.80844 -1.45375 1.15973  0.3856

Output
lowest unoccupied orbital energy (alpha / beta)	-2.200 / -2.198	eV
HOMO (alpha / beta)	-8.72 / -8.72	eV
gap between HOMO and LUMO (alpha / beta)	6.52 / 6.52	eV
structure (SMILES)	NC(=S)C=S(=O)=O
relative energy (zero: lowest compared OMol25 entry of this formula, charge and spin)	63.5	kcal/mol

---

# 2
# C5H12O2

A cluster of 2 separate species, C5H12O2 in total (ωB97M-V with the def2-TZVPD basis set, the Open Molecules 2025 dataset).

Each line ends with the Mulliken charge.
Cartesian coordinates (Å):
C: -1.41373 1.14380 -1.50585  -1.2031
C: -1.38541 0.35900 -0.22556  0.1866
C: -0.37910 0.10645 0.61682  -0.1063
O: -0.63960 -0.84584 1.58620  -0.4977
C: 0.95769 0.78886 0.74204  -0.6688
C: 2.20466 -0.10689 0.71781  -1.0993
H: -0.42759 1.25353 -1.96913  0.3401
H: -2.04307 0.60030 -2.22154  0.3487
H: -1.85356 2.14045 -1.38666  0.3169
H: -2.31311 -0.15413 0.02160  0.4543
H: 0.16380 -1.02745 2.08729  0.2852
H: 0.92592 1.30672 1.71207  0.2914
H: 1.04724 1.57079 -0.01770  0.3046
H: 2.15865 -0.92181 1.45148  0.3415
H: 2.36602 -0.56037 -0.26488  0.2861
H: 3.09117 0.48633 0.96650  0.3465
O: -0.86933 -2.34620 -1.04791  -0.6459
H: -0.33623 -1.54318 -1.09572  0.3549
H: -1.25441 -2.25035 -0.16684  0.3643

Output
lowest unoccupied orbital energy	0.708	eV
HOMO	-8.65	eV
gap between HOMO and LUMO	9.36	eV
structure (SMILES)	C/C=C(/O)CC.O
relative energy (zero: lowest compared OMol25 entry of this formula, charge and spin)	27.9	kcal/mol

---

# 3
# CH3F2O3P

An isolated molecule of CH3F2O3P at a distorted geometry (ωB97M-V with the def2-TZVPD basis set, the Open Molecules 2025 dataset).

Each line ends with the Mulliken charge.
Cartesian coordinates (Å):
O: 2.40694 1.20058 0.28400  -0.3512
O: 1.15301 0.62447 -0.21115  -0.0787
P: 0.69275 -0.69264 0.52331  0.4258
F: 1.89623 -1.62510 -0.32102  -0.3553
C: -1.25480 -0.14608 -0.11480  0.0959
O: -2.14571 -1.17187 0.18776  -0.4615
F: -1.39415 0.88446 0.77434  -0.2456
H: 2.43853 2.15648 0.46690  0.3191
H: -1.38247 0.40201 -1.00897  0.3202
H: -2.41031 -1.63232 -0.58038  0.3312

Output
lowest unoccupied orbital energy	0.147	eV
HOMO	-9.42	eV
gap between HOMO and LUMO	9.57	eV
structure (SMILES)	OOP(F)[C@@H](O)F
relative energy (zero: lowest compared OMol25 entry of this formula, charge and spin)	28.4	kcal/mol